{"formula": "C5H8O", "method": "wB97M-V/def2-TZVPD", "species": ["C", "O", "C", "C", "C", "C", "H", "H", "H", "H", "H", "H", "H", "H"], "xyz": [[-0.47883, -1.32725, -0.50112], [0.94061, -1.25358, -0.38334], [1.34284, -0.13035, 0.62361], [0.09304, 0.70115, 0.75232], [-0.32813, 1.23853, -0.57829], [-0.98248, 0.00517, -0.05629], [-0.87852, -1.48099, -1.52329], [-0.90377, -2.13909, 0.11179], [2.15874, 0.28202, 0.03055], [1.77562, -0.30851, 1.64763], [-0.20394, 1.14637, 1.70011], [0.42907, 1.12907, -1.35191], [-0.93023, 2.13531, -0.61052], [-2.03647, 0.05088, 0.19006]], "mulliken_charge": [-0.50, -0.42, -0.57, -0.09, -0.68, -0.12, 0.28, 0.29, 0.27, 0.28, 0.38, 0.21, 0.29, 0.39], "homo_lumo_gap_ha": 0.39415}

{"formula": "C5H7NO", "method": "wB97M-V/def2-TZVPD", "species": ["C", "C", "C", "N", "C", "C", "O", "H", "H", "H", "H", "H", "H", "H"], "xyz": [[2.33105, 0.18144, 0.37508], [1.18367, 0.69133, -0.41686], [0.12896, -0.13282, -0.62063], [-0.71850, -1.00772, -0.86986], [-1.86374, -0.96265, 0.14249], [-2.55530, 0.35321, 0.46689], [-2.77399, 1.23451, -0.32410], [2.43792, -0.93078, 0.38871], [3.20862, 0.70976, -0.18325], [2.15233, 0.47906, 1.36202], [1.17384, 1.58583, -0.98328], [-1.36430, -1.31625, 1.03460], [-2.65985, -1.64583, -0.20724], [-2.88032, 0.51467, 1.51835]], "mulliken_charge": [-0.89, -0.49, 0.39, -0.44, -0.38, 0.06, -0.44, 0.31, 0.26, 0.25, 0.43, 0.33, 0.29, 0.34], "homo_lumo_gap_ha": 0.34589}

{"formula": "C34H76Cl4F3FeN4O4", "method": "wB97M-V/def2-TZVPD", "species": ["Fe", "C", "C", "O", "O", "H", "H", "H", "C", "C", "O", "C", "O", "C", "F", "F", "F", "H", "H", "H", "H", "H", "Cl", "C", "C", "Cl", "H", "H", "H", "H", "Cl", "C", "C", "Cl", "H", "H", "H", "H", "C", "C", "N", "C", "C", "C", "C", "H", "H", "H", "H", "H", "H", "H", "H", "H", "H", "H", "H", "H", "H", "H", "C", "C", "N", "C", "C", "C", "C", "H", "H", "H", "H", "H", "H", "H", "H", "H", "H", "H", "H", "H", "H", "H", "C", "C", "N", "C", "C", "C", "C", "H", "H", "H", "H", "H", "H", "H", "H", "H", "H", "H", "H", "H", "H", "H", "C", "C", "N", "C", "C", "C", "C", "H", "H", "H", "H", "H", "H", "H", "H", "H", "H", "H", "H", "H", "H", "H"], "xyz": [[-10.02825, 16.52919, 18.10442], [-10.85586, 14.86575, 14.73169], [-10.45097, 15.52851, 15.96684], [-10.57971, 16.79379, 16.17916], [-9.88225, 14.86110, 16.92220], [-11.38245, 15.54478, 14.08196], [-11.42332, 13.98226, 14.99289], [-10.01529, 14.44912, 14.20886], [-10.15477, 18.38222, 12.98484], [-9.31511, 19.25442, 13.94441], [-8.41833, 20.11310, 13.16306], [-7.51095, 20.74963, 13.91786], [-7.36668, 20.63202, 15.10620], [-6.58041, 21.71492, 13.06752], [-6.85485, 21.67071, 11.78600], [-6.69733, 22.96405, 13.54140], [-5.29367, 21.42066, 13.21316], [-10.71727, 18.98178, 12.29164], [-10.77967, 17.76326, 13.65166], [-9.53896, 17.74448, 12.34372], [-8.73423, 18.61949, 14.60211], [-9.92437, 19.87531, 14.61570], [-6.31123, 16.95716, 12.58374], [-5.95030, 16.63164, 14.25953], [-7.12105, 15.93583, 14.90826], [-7.17706, 14.17439, 14.53419], [-5.78620, 17.58402, 14.73869], [-4.99831, 16.13324, 14.40414], [-8.02255, 16.46446, 14.62257], [-7.02039, 15.94090, 15.98849], [-11.02714, 9.51022, 15.95435], [-10.45133, 11.22337, 15.93333], [-9.12789, 11.37680, 16.67790], [-7.75717, 10.79773, 15.67935], [-11.26747, 11.69036, 16.46634], [-10.44316, 11.46130, 14.87360], [-9.15522, 10.81238, 17.59879], [-9.01794, 12.43285, 16.84843], [-14.27857, 7.81300, 13.55036], [-14.97979, 8.72568, 12.57717], [-14.62852, 10.16120, 12.80401], [-13.31763, 10.46458, 12.24788], [-12.72032, 11.70812, 12.91712], [-15.61920, 11.01539, 12.13663], [-17.01787, 11.08473, 12.77243], [-14.27963, 8.17707, 14.57592], [-13.22060, 7.73401, 13.30388], [-14.69685, 6.81179, 13.40324], [-14.81925, 8.57062, 11.51517], [-16.03297, 8.59415, 12.82530], [-12.62562, 9.67263, 12.60717], [-13.26717, 10.45934, 11.13402], [-12.78501, 11.58576, 14.00167], [-11.64806, 11.81694, 12.72563], [-13.29462, 12.60116, 12.67798], [-15.75782, 10.63866, 11.09624], [-15.19514, 12.00630, 11.98556], [-16.93123, 11.32830, 13.83177], [-17.55868, 10.13831, 12.68148], [-17.61152, 11.81635, 12.24722], [-9.70523, 14.71444, 20.58382], [-9.89790, 16.16219, 21.05262], [-10.67305, 16.92300, 20.02772], [-10.74522, 18.39503, 20.45461], [-11.72186, 18.74202, 21.53952], [-12.10185, 16.42443, 19.88782], [-12.84711, 17.15529, 18.78893], [-10.64487, 14.14896, 20.68912], [-8.92819, 14.29939, 21.20286], [-9.36001, 14.65063, 19.50976], [-10.39691, 16.26445, 22.01606], [-8.92804, 16.66990, 21.15048], [-9.75173, 18.58077, 20.84292], [-10.92969, 19.00455, 19.55788], [-11.51846, 19.77034, 21.84265], [-12.77435, 18.62978, 21.25617], [-11.51538, 18.06776, 22.38429], [-12.55568, 16.47307, 20.85893], [-12.02669, 15.35703, 19.70964], [-12.18130, 17.27585, 17.92178], [-13.18937, 18.15373, 19.01753], [-13.67893, 16.58770, 18.38844], [-9.66148, 13.48906, 11.13193], [-8.41476, 14.30083, 10.94854], [-7.91439, 14.12724, 9.62318], [-6.97697, 15.23070, 9.36394], [-7.71241, 16.54427, 9.13372], [-7.33424, 12.79099, 9.37340], [-6.95415, 12.45876, 7.94570], [-9.40369, 12.41627, 11.21878], [-10.34070, 13.76887, 10.33961], [-10.18234, 13.84160, 12.02325], [-8.73118, 15.33128, 10.99041], [-7.60022, 14.11840, 11.69764], [-6.25792, 15.33569, 10.18900], [-6.45937, 15.04066, 8.43356], [-8.56389, 16.36558, 8.48652], [-8.08071, 16.94576, 10.08010], [-7.01268, 17.27074, 8.73268], [-8.08634, 12.08985, 9.74781], [-6.45116, 12.63853, 10.02362], [-6.71304, 11.38559, 7.86318], [-6.04692, 12.96079, 7.65937], [-7.70153, 12.70255, 7.18734], [-11.48773, 11.05988, 19.64875], [-12.89628, 10.70641, 19.23318], [-13.38231, 11.31780, 17.99521], [-14.67962, 10.71670, 17.59347], [-15.04181, 10.92917, 16.16890], [-13.48587, 12.75085, 18.12082], [-14.50414, 13.36346, 19.07700], [-10.78422, 10.68215, 18.91376], [-11.18907, 10.83688, 20.67996], [-11.36250, 12.14562, 19.64716], [-12.96742, 9.62708, 19.05658], [-13.63676, 10.98119, 20.00988], [-14.56004, 9.64202, 17.65201], [-15.44770, 10.96113, 18.33704], [-15.15891, 11.94423, 15.81396], [-14.23607, 10.51029, 15.57812], [-15.96954, 10.41241, 15.98420], [-13.71986, 13.13778, 17.13764], [-12.50752, 13.12680, 18.46036], [-14.18161, 14.38856, 19.27885], [-14.52047, 12.87600, 20.05566], [-15.48595, 13.48565, 18.63540]], "mulliken_spin": [3.88, 0.02, -0.06, 0.06, 0.05, 0.00, 0.00, 0.00, 0.00, 0.00, 0.00, 0.00, 0.00, 0.00, 0.00, 0.00, 0.00, 0.00, 0.00, 0.00, 0.00, 0.00, 0.00, 0.00, 0.00, 0.00, 0.00, 0.00, 0.00, 0.00, 0.00, 0.00, 0.00, 0.00, 0.00, 0.00, 0.00, 0.00, 0.00, 0.00, 0.00, 0.00, 0.00, 0.00, 0.00, 0.00, 0.00, 0.00, 0.00, 0.00, 0.00, 0.00, 0.00, 0.00, 0.00, 0.00, 0.00, 0.00, 0.00, 0.00, 0.07, -0.02, -0.02, 0.02, 0.00, -0.06, 0.05, -0.01, 0.00, -0.01, 0.00, -0.01, 0.00, 0.02, 0.00, 0.00, 0.00, 0.01, 0.00, -0.01, 0.00, 0.00, 0.00, 0.00, 0.00, 0.00, 0.00, 0.00, 0.00, 0.00, 0.00, 0.00, 0.00, 0.00, 0.00, 0.00, 0.00, 0.00, 0.00, 0.00, 0.00, 0.00, 0.00, 0.00, 0.00, 0.00, 0.00, 0.00, 0.00, 0.01, 0.00, 0.00, 0.00, 0.00, 0.00, 0.00, 0.00, 0.00, 0.00, 0.00, 0.00, 0.00, 0.00, 0.00, 0.00, 0.00], "total_charge": 1, "spin_multiplicity": 5, "homo_lumo_gap_ha": [0.22893, 0.18930], "s2": 6.01}

| no. | F_max (eV Å⁻¹) | total energy (eV) |
| --- | --- | --- |
| 1 | 1.7 | -7360.270 |
| 2 | 4.7 | -8833.274 |
| 3 | 2.0 | -143264.280 |